Entry 1:
Computed, not measured: a structure of composition C12H26EuN7OS, with the ωB97M-V functional and the def2-TZVPD basis.

Properties
- spin multiplicity = 7
- ⟨S²⟩ = 12.02
- highest occupied orbital energy (spin up / spin down) (eV) = -14.5 / -14.5
- molar mass (g/mol) = 468.42
- E_tot (eV) = -55493.953
- total charge = +2

Geometry as XYZ:
```
48
Properties=species:S:1:pos:R:3:mulliken_spin:R:1
Eu 0.5227 -0.3037 -0.3034 6.09
N 1.4952 1.7507 1.3068 -0.01
C 2.7936 1.5180 1.9648 0.00
C 3.7904 0.8276 1.0504 0.00
N 3.1646 -0.2116 0.1962 -0.02
C 3.3342 -1.6852 0.6667 0.00
C 2.3879 -1.9904 1.8792 0.00
N 0.9900 -2.1337 1.4431 -0.01
C 3.5212 -0.1314 -1.2048 0.00
C 3.1447 1.2063 -1.8456 0.00
N 1.6912 1.2720 -2.0136 -0.01
H 0.8364 2.2123 1.9728 0.00
H 1.5872 2.5281 0.5937 0.00
H 3.1944 2.5157 2.2332 0.00
H 2.6350 0.9868 2.9376 0.00
H 4.2595 1.5727 0.4575 0.00
H 4.6292 0.3690 1.5629 0.00
H 3.1072 -2.2839 -0.2048 0.00
H 4.3473 -1.8664 0.9924 0.00
H 2.8188 -2.9116 2.2768 0.00
H 2.5078 -1.2217 2.6614 0.00
H 0.7454 -3.0804 1.1032 0.00
H 0.3423 -1.8527 2.1786 0.00
H 4.6414 -0.2871 -1.2460 0.00
H 3.0513 -0.9359 -1.8247 0.00
H 3.4698 2.0235 -1.2471 0.00
H 3.5544 1.3448 -2.8672 0.00
H 1.2454 2.2257 -1.9894 0.00
H 1.4395 0.8045 -2.8985 0.00
N -1.4180 1.0787 -0.6627 0.00
C -2.5334 0.6724 -0.5154 0.00
N -3.8229 0.5013 -0.3390 0.00
C -4.3865 -0.8374 -0.1153 0.00
C -5.8093 -0.9371 -0.4211 0.00
O -6.5983 0.2375 0.0581 0.00
C -6.0528 1.5196 -0.4530 0.00
C -4.6680 1.6930 0.0357 0.00
H -4.2708 -1.1551 0.9471 0.00
H -3.7957 -1.5512 -0.7359 0.00
H -6.2432 -1.8375 -0.0061 0.00
H -6.0348 -1.0448 -1.4633 0.00
H -6.6975 2.3407 -0.1339 0.00
H -5.9516 1.5932 -1.5563 0.00
H -4.6286 1.6517 1.1802 0.00
H -4.1342 2.5799 -0.3262 0.00
S 1.3146 -4.1374 -1.3450 -0.02
C 0.5307 -2.8321 -1.9057 0.00
N -0.0478 -1.7973 -2.0743 -0.01
```

---

Entry 2:
Computed, not measured: a cluster of 2 separate species, C6H15INO2 in total, with the ωB97M-V functional and the def2-TZVPD basis.

Properties
- ΔE to the lowest compared entry with this formula, charge and spin (kJ/mol) = 311.8
- spin multiplicity = 1
- highest occupied orbital energy (eV) = -3.8
- molar mass (g/mol) = 260.09
- E_tot (eV) = -20149.142
- total charge = -1

Geometry as XYZ:
```
25
Properties=species:S:1:pos:R:3:nbo_charge:R:1
I -1.2322 -3.1231 -1.4338 -0.97
C -3.1372 -0.7281 3.4792 -0.21
O -2.6632 0.3449 2.4742 -0.56
C -1.6282 -0.2761 1.6842 -0.08
C -1.0082 0.7799 0.8612 -0.23
N 0.0998 0.0589 0.1762 -0.64
C 0.6428 0.8189 -0.8988 -0.21
C 1.7578 0.0659 -1.6528 -0.08
O 2.4188 0.9679 -2.6118 -0.55
C 3.6178 0.5459 -3.1238 -0.23
H -2.5152 -1.0281 4.0542 0.14
H -3.6722 -1.4701 2.9762 0.17
H -3.9152 -0.1881 3.9852 0.17
H -2.1112 -1.1231 1.2812 0.21
H -0.6662 -0.6221 2.3452 0.15
H -0.5442 1.7599 1.3362 0.19
H -1.7832 1.1649 0.1342 0.17
H -0.2412 -0.8171 -0.0468 0.39
H 1.0808 1.6319 -0.5108 0.17
H -0.2702 1.1369 -1.6298 0.14
H 1.2268 -0.9091 -1.9438 0.23
H 2.6738 -0.0991 -0.9298 0.15
H 3.6038 -0.4391 -3.7898 0.14
H 4.3628 0.4249 -2.3038 0.15
H 3.9038 1.1229 -3.9128 0.18
```

---

Entry 3:
Computed, not measured: the ion C4H9N2 with charge +1, with the ωB97M-V functional and the def2-TZVPD basis.

Properties
- ΔE to the lowest compared entry with this formula, charge and spin (kJ/mol) = 310.4
- spin multiplicity = 1
- structure (SMILES) = CN(C)C=C=[NH2+]
- highest occupied orbital energy (eV) = -13.2
- molar mass (g/mol) = 85.13
- E_tot (eV) = -7264.924
- total charge = +1

Geometry as XYZ:
```
15
Properties=species:S:1:pos:R:3:nbo_charge:R:1
C 0.4183 -0.6274 -0.2181 0.01
C 1.6673 -0.1853 0.0253 0.30
C -0.7335 1.4275 0.1512 -0.41
C -1.9293 -0.9344 0.0658 -0.42
N -0.7477 -0.0035 -0.0284 -0.35
N 2.8961 0.0714 -0.2373 -0.63
H 0.3696 -1.7214 -0.1556 0.28
H -1.2414 1.9290 -0.6913 0.23
H 0.3129 1.7709 0.1753 0.21
H -1.2800 1.7497 1.0847 0.24
H -1.5388 -2.0266 0.2488 0.22
H -2.6018 -0.9792 -0.7808 0.23
H -2.5788 -0.7527 0.9567 0.24
H 3.4328 0.3184 -1.1149 0.43
H 3.5542 -0.0365 0.5186 0.42
```

---

Entry 4:
Computed, not measured: a cluster of 2 separate species, C7H9N3O in total, with the ωB97M-V functional and the def2-TZVPD basis.

Properties
- ΔE to the lowest compared entry with this formula, charge and spin (kJ/mol) = 48.1
- spin multiplicity = 3
- ⟨S²⟩ = 2.02
- highest occupied orbital energy (spin up / spin down) (eV) = -5.2 / -9.8
- molar mass (g/mol) = 151.17
- E_tot (eV) = -13918.184
- total charge = 0

Geometry as XYZ:
```
20
Properties=species:S:1:pos:R:3:mulliken_spin:R:1
C -1.6802 -2.2614 -0.1417 0.03
C 0.4552 -2.0433 0.2699 -0.02
C -1.4555 -0.8683 -0.1512 0.40
C 4.4833 -0.3315 -0.1407 0.00
C -2.0521 0.4743 -0.4000 -0.03
C -0.9295 1.5098 -0.0125 -0.05
C 0.3155 0.5769 0.1084 0.74
N -0.6104 -2.9468 0.1793 0.41
N -0.1242 -0.6800 0.1343 0.21
N 4.9171 0.7140 0.2259 0.00
O 4.1159 -1.3807 -0.4381 0.00
H -2.7026 -2.5756 -0.4126 0.01
H 1.2032 -2.3802 -0.6277 0.07
H -2.3210 0.7365 -1.4141 0.04
H -3.1024 0.4440 0.1053 0.02
H -0.6957 2.2254 -0.6927 0.02
H -1.2776 1.9142 0.8730 0.04
H 1.3860 0.7817 0.2150 0.07
H 0.9032 -1.9981 1.3001 0.04
H 5.7984 1.1503 0.1527 0.00
```

---

Entry 5:
Computed, not measured: a cluster of 2 separate species, C2H6NO3S in total, with the ωB97M-V functional and the def2-TZVPD basis.

Properties
- ΔE to the lowest compared entry with this formula, charge and spin (kJ/mol) = 60.0
- spin multiplicity = 1
- highest occupied orbital energy (eV) = -16.0
- molar mass (g/mol) = 124.14
- E_tot (eV) = -20628.633
- total charge = +1

Geometry as XYZ:
```
13
Properties=species:S:1:pos:R:3:nbo_charge:R:1
C -0.6291 -1.5793 -1.1989 0.05
C -0.7476 0.8125 -0.9760 -0.46
N -0.2309 -0.4272 -0.7304 0.06
O 1.3243 0.5087 4.0007 -0.73
O 0.5240 0.9825 1.7809 -0.88
O 0.9614 -0.5037 0.0004 -0.50
S 1.6390 0.5118 2.6294 1.71
H -1.4641 -1.6761 -1.9545 0.25
H 0.1006 -2.3361 -1.0938 0.24
H 0.8983 0.3206 0.5232 0.48
H -1.6690 0.7494 -1.5760 0.27
H -0.8641 1.2700 -0.0092 0.26
H 0.1573 1.3667 -1.3959 0.26
```

---

Entry 6:
Computed, not measured: a structure of composition C7H13N, with the ωB97M-V functional and the def2-TZVPD basis.

Properties
- ΔE to the lowest compared entry with this formula, charge and spin (kJ/mol) = 435.6
- spin multiplicity = 1
- highest occupied orbital energy (eV) = -6.8
- molar mass (g/mol) = 111.19
- E_tot (eV) = -8955.418
- total charge = 0

Geometry as XYZ:
```
21
Properties=species:S:1:pos:R:3:nbo_charge:R:1
C 1.0628 0.1726 -0.3788 -0.23
C -1.5092 -0.7153 0.7829 -0.70
C 1.6457 0.1160 1.0360 -0.61
C 1.3961 -1.1098 -1.1456 -0.60
C -0.4456 0.4747 -0.4323 -0.04
C -1.0046 1.1402 0.7062 0.48
C -1.0966 0.5733 -1.6547 -0.64
N -1.5090 1.9995 1.3988 -0.61
H 1.5353 1.0118 -0.8997 0.23
H -2.3072 1.8107 2.0063 0.38
H -0.9861 -1.6050 0.4481 0.23
H -1.5290 -0.7395 1.8746 0.20
H -2.5051 -0.6742 0.3504 0.22
H 2.7298 0.0059 0.9909 0.22
H 1.4346 1.0291 1.5940 0.21
H 1.2419 -0.7305 1.5949 0.20
H 2.4778 -1.2512 -1.1760 0.21
H 0.9601 -1.9831 -0.6568 0.20
H 1.0275 -1.0806 -2.1685 0.22
H -2.1118 0.9377 -1.7130 0.20
H -0.5075 0.6178 -2.5578 0.21
```

---

What did the first record say?
Computed, not measured: a structure of composition C12H26EuN7OS, with the ωB97M-V functional and the def2-TZVPD basis.

Properties
- spin multiplicity = 7
- ⟨S²⟩ = 12.02
- highest occupied orbital energy (spin up / spin down) (eV) = -14.5 / -14.5
- molar mass (g/mol) = 468.42
- E_tot (eV) = -55493.953
- total charge = +2

Geometry as XYZ:
```
48
Properties=species:S:1:pos:R:3:mulliken_spin:R:1
Eu 0.5227 -0.3037 -0.3034 6.09
N 1.4952 1.7507 1.3068 -0.01
C 2.7936 1.5180 1.9648 0.00
C 3.7904 0.8276 1.0504 0.00
N 3.1646 -0.2116 0.1962 -0.02
C 3.3342 -1.6852 0.6667 0.00
C 2.3879 -1.9904 1.8792 0.00
N 0.9900 -2.1337 1.4431 -0.01
C 3.5212 -0.1314 -1.2048 0.00
C 3.1447 1.2063 -1.8456 0.00
N 1.6912 1.2720 -2.0136 -0.01
H 0.8364 2.2123 1.9728 0.00
H 1.5872 2.5281 0.5937 0.00
H 3.1944 2.5157 2.2332 0.00
H 2.6350 0.9868 2.9376 0.00
H 4.2595 1.5727 0.4575 0.00
H 4.6292 0.3690 1.5629 0.00
H 3.1072 -2.2839 -0.2048 0.00
H 4.3473 -1.8664 0.9924 0.00
H 2.8188 -2.9116 2.2768 0.00
H 2.5078 -1.2217 2.6614 0.00
H 0.7454 -3.0804 1.1032 0.00
H 0.3423 -1.8527 2.1786 0.00
H 4.6414 -0.2871 -1.2460 0.00
H 3.0513 -0.9359 -1.8247 0.00
H 3.4698 2.0235 -1.2471 0.00
H 3.5544 1.3448 -2.8672 0.00
H 1.2454 2.2257 -1.9894 0.00
H 1.4395 0.8045 -2.8985 0.00
N -1.4180 1.0787 -0.6627 0.00
C -2.5334 0.6724 -0.5154 0.00
N -3.8229 0.5013 -0.3390 0.00
C -4.3865 -0.8374 -0.1153 0.00
C -5.8093 -0.9371 -0.4211 0.00
O -6.5983 0.2375 0.0581 0.00
C -6.0528 1.5196 -0.4530 0.00
C -4.6680 1.6930 0.0357 0.00
H -4.2708 -1.1551 0.9471 0.00
H -3.7957 -1.5512 -0.7359 0.00
H -6.2432 -1.8375 -0.0061 0.00
H -6.0348 -1.0448 -1.4633 0.00
H -6.6975 2.3407 -0.1339 0.00
H -5.9516 1.5932 -1.5563 0.00
H -4.6286 1.6517 1.1802 0.00
H -4.1342 2.5799 -0.3262 0.00
S 1.3146 -4.1374 -1.3450 -0.02
C 0.5307 -2.8321 -1.9057 0.00
N -0.0478 -1.7973 -2.0743 -0.01
```